Record 1
{"formula": "C16H22F5NO8", "method": "ωB97M-V with the def2-TZVPD basis set", "species": ["F", "F", "F", "F", "F", "O", "O", "O", "O", "O", "O", "O", "O", "N", "C", "C", "C", "C", "C", "C", "C", "C", "C", "C", "C", "C", "C", "C", "C", "C", "H", "H", "H", "H", "H", "H", "H", "H", "H", "H", "H", "H", "H", "H", "H", "H", "H", "H", "H", "H", "H", "H"], "xyz": [[-0.8706, 4.5745, -2.6429], [-0.8740, 4.7046, 1.6143], [0.6570, 3.2479, -3.9150], [-1.4802, 2.5420, -3.4921], [3.2357, 4.0878, -0.8823], [2.6729, -6.7212, 3.1221], [-3.8410, -2.4185, -0.4359], [1.9754, 2.1911, 1.5789], [-2.8102, 6.9821, 0.5441], [2.6168, -4.3770, 0.9199], [0.1193, 0.2022, -2.8671], [1.2917, 5.3824, 1.9031], [2.2584, 6.1621, -1.0331], [0.7872, 4.4465, -0.2623], [-0.3673, 3.2806, -2.9306], [0.1204, 2.4470, -1.6572], [2.0976, 4.9502, -0.7219], [0.6390, 2.9793, -0.4460], [1.0913, 1.9411, 0.7065], [-0.7043, -1.5594, -0.6067], [2.9118, -3.5872, -0.2832], [-4.4493, -3.6919, -0.2780], [1.8836, -2.3476, -0.3369], [0.0513, 0.8259, -1.7653], [0.4628, 4.8844, 1.1054], [0.4417, 0.4574, 0.7723], [-0.0600, -0.1044, -0.4385], [1.4677, -6.3806, 3.7897], [-2.4968, 6.9081, -0.8383], [0.3343, -2.7785, -0.2736], [-4.4271, -1.8898, -0.9935], [2.9477, -5.3035, 0.7828], [-3.8086, -4.3132, 0.3489], [-2.9697, 7.7455, -1.3524], [0.1660, -3.6345, -1.0328], [-2.3807, 6.2312, 0.9752], [-1.4133, 6.9660, -0.9733], [-5.4238, -3.5774, 0.2029], [2.0882, -1.7282, 0.6254], [0.0340, -3.1856, 0.7623], [1.1827, -7.1876, 4.4696], [3.9794, -3.1602, -0.1403], [3.3509, -6.8397, 3.8002], [2.8961, -4.2477, -1.2202], [-2.8755, 5.9696, -1.2514], [0.4038, -0.1438, 1.7418], [2.0387, -1.6992, -1.2683], [-1.6058, -1.6285, 0.1166], [-1.0642, -1.7455, -1.6842], [-4.5687, -4.1666, -1.2551], [1.6066, -5.4524, 4.3494], [0.6815, -6.2399, 3.0472]], "atomic_forces_ev_per_a": [[1.85, -3.22, -0.99], [2.92, -0.15, -2.46], [-2.63, 0.84, 2.45], [2.69, 2.09, 1.31], [-3.73, 1.26, 0.70], [0.25, -0.12, -0.07], [-0.02, 0.23, -0.08], [-3.57, 0.03, -3.70], [-0.01, -0.06, 0.19], [0.38, -0.49, -1.45], [-0.32, 3.21, 4.15], [-4.17, -2.21, -4.29], [-1.04, -6.46, 1.75], [1.15, -1.98, 1.37], [-1.15, -1.31, -0.91], [0.87, 0.27, 2.27], [2.21, 5.69, -1.54], [-1.40, -1.86, -2.21], [1.88, -1.37, 2.81], [0.46, -0.05, -0.02], [0.28, 0.59, 0.35], [-0.16, 0.13, -0.14], [-0.33, -0.46, 1.00], [0.29, -2.67, -2.22], [3.10, 2.17, 4.50], [-1.19, 0.17, -3.43], [0.51, 1.89, 1.49], [0.18, 0.00, 0.15], [0.09, -0.21, 0.24], [-0.06, -0.20, 0.09], [0.23, -0.08, 0.17], [-0.44, 1.38, 0.31], [-0.01, 0.15, -0.06], [0.03, -0.07, 0.14], [0.12, 1.42, 1.18], [-0.18, 0.26, -0.03], [0.00, 0.01, -0.27], [-0.02, -0.24, 0.02], [-0.14, -0.87, -1.82], [0.85, 0.53, -1.61], [-0.20, 0.10, 0.05], [-1.64, -0.59, -0.53], [-0.14, 0.03, -0.28], [-0.17, 1.02, 1.22], [0.06, 0.06, -0.24], [0.43, 1.29, -1.38], [0.04, -0.94, 1.32], [1.48, 0.19, -1.38], [0.47, 0.81, 1.77], [-0.07, -0.20, 0.11], [-0.23, 0.01, 0.04], [0.17, -0.02, 0.01]], "nbo_charge": [-0.305, -0.335, -0.305, -0.328, -0.314, -0.728, -0.732, -0.478, -0.724, -0.747, -0.478, -0.471, -0.471, -0.550, 0.978, -0.110, 0.971, 0.121, 0.496, -0.467, -0.065, -0.247, -0.434, 0.524, 0.970, -0.276, 0.000, -0.245, -0.248, -0.398, 0.468, 0.485, 0.184, 0.186, 0.214, 0.466, 0.160, 0.166, 0.210, 0.218, 0.160, 0.172, 0.464, 0.170, 0.160, 0.261, 0.218, 0.265, 0.251, 0.165, 0.165, 0.185], "smiles": "O=C1C=C(CCCCO)C(=O)C(C(F)(F)F)=C1N(C(=O)F)C(=O)F.CO.CO.CO", "e_lumo_ev": -2.4, "gap_ev": 7.9, "energy_ha": -1778.62006, "largest_force_ev_per_a": 6.77, "multiplicity": 1}

Record 2
{"formula": "C14H23BaF3NP", "method": "ωB97M-V with the def2-TZVPD basis set", "species": ["Ba", "P", "F", "F", "F", "N", "C", "C", "C", "C", "C", "C", "C", "C", "C", "C", "C", "C", "C", "C", "H", "H", "H", "H", "H", "H", "H", "H", "H", "H", "H", "H", "H", "H", "H", "H", "H", "H", "H", "H", "H", "H", "H"], "xyz": [[-0.2209, 0.1151, 2.1261], [2.2266, -0.9802, 0.7204], [-1.8823, 2.8824, 2.5543], [0.2621, 3.3952, 2.4943], [-0.5788, 2.3614, 4.2651], [-2.6578, -1.2964, -1.2454], [0.5550, 2.9871, -1.9734], [-0.9279, 1.6174, -0.6755], [0.1890, 1.2541, -0.0534], [1.7122, 2.5120, -1.2890], [-0.7590, 2.5663, -1.6939], [2.6621, 0.8371, 0.4527], [-1.4492, -1.3983, -2.0833], [-2.4722, -0.4834, -0.0586], [-2.3321, 1.0546, -0.3657], [2.2090, -1.6410, -0.9646], [1.5057, 1.5678, -0.2703], [-0.6021, 2.3431, 2.8469], [-3.1736, -2.6187, -0.8623], [3.5480, -1.7549, 1.6521], [2.7480, 2.8037, -1.5442], [3.2573, -2.8247, 1.7977], [-1.7285, -2.0049, -2.9527], [-0.5900, -1.9026, -1.5918], [3.5963, 0.8590, -0.1444], [-3.3005, -0.6383, 0.6584], [1.8403, -2.6930, -0.9071], [0.2426, -1.7464, 3.7299], [2.8911, 1.2712, 1.4608], [-2.8248, 1.5978, 0.4981], [-1.1205, -0.4030, -2.4035], [3.6121, -1.2824, 2.6666], [3.2298, -1.6022, -1.3972], [-0.1822, -2.1085, 3.2710], [-4.0870, -2.4589, -0.2779], [-1.6654, 2.9193, -2.2617], [-1.5632, -0.9541, 0.3910], [4.5031, -1.6632, 1.0933], [-2.4746, -3.2231, -0.2532], [-3.4037, -3.1552, -1.7820], [-2.9929, 1.2626, -1.2394], [1.4939, -1.0846, -1.6122], [0.7048, 3.7108, -2.7762]], "atomic_forces_ev_per_a": [[-0.89, -2.04, 0.45], [-1.56, 1.32, -0.14], [0.69, -0.46, 0.24], [-0.54, -0.63, 0.45], [0.01, -0.06, -0.40], [-0.23, -0.48, 0.01], [0.37, 0.33, -0.17], [-1.47, 1.48, -1.81], [1.31, -3.58, 2.69], [-0.25, -0.33, 0.04], [-0.26, 0.18, -0.45], [0.26, -0.24, 0.17], [-0.58, -0.09, 0.15], [0.69, 0.38, -0.41], [-0.57, 0.02, 0.53], [0.26, -0.65, -0.54], [0.33, 1.06, -1.54], [-0.47, 4.41, 0.79], [0.08, 0.71, -0.31], [0.95, -0.38, 0.11], [-0.77, 0.16, -0.19], [0.44, 0.78, -0.15], [0.19, 0.23, 0.02], [-0.34, 0.14, 0.15], [-0.36, 0.29, 0.29], [0.19, 0.01, -0.52], [0.45, 0.65, -0.18], [0.42, -0.27, 0.78], [-0.12, -0.19, -0.71], [0.73, -0.35, -0.80], [-0.11, -0.24, 0.04], [0.09, -0.35, -0.93], [-0.57, -0.17, -0.02], [-0.20, -0.88, -0.05], [0.10, -0.22, -0.20], [1.25, -0.11, 0.34], [-0.19, 0.50, 0.13], [-0.23, -0.29, 0.68], [0.06, 0.13, -0.09], [-0.08, -0.20, 0.14], [0.38, -0.25, 0.58], [0.60, -0.17, 0.65], [-0.04, -0.14, 0.18]], "lowdin_charge": [1.645, 0.690, -0.066, -0.047, -0.089, -0.275, -0.079, -0.341, -0.385, -0.045, -0.048, -0.309, -0.071, -0.279, -0.127, -0.289, -0.364, -0.721, -0.103, -0.319, 0.106, 0.049, 0.087, 0.071, 0.085, 0.119, 0.047, -0.008, 0.088, 0.114, 0.087, 0.051, 0.052, -0.008, 0.083, 0.120, 0.014, 0.048, 0.084, 0.081, 0.121, 0.041, 0.090], "e_lumo_ev": -0.1, "gap_ev": 6.4, "e_above_lowest_kcal_mol": 8.9, "energy_ha": -1268.25908, "largest_force_ev_per_a": 4.66, "multiplicity": 1}

Record 3
{"formula": "C13H20AuFN3OSSe", "method": "ωB97M-V with the def2-TZVPD basis set", "species": ["Au", "Se", "S", "F", "O", "N", "N", "N", "C", "C", "C", "C", "C", "C", "C", "C", "C", "C", "C", "C", "C", "H", "H", "H", "H", "H", "H", "H", "H", "H", "H", "H", "H", "H", "H", "H", "H", "H", "H", "H", "H"], "xyz": [[0.5519, -0.7720, 1.2937], [2.9608, -0.6823, 1.4032], [0.1725, 1.5141, 0.7681], [-4.6497, -1.2291, 2.9188], [1.0037, -0.1364, 4.2067], [1.9513, 2.1919, -1.0370], [3.3187, -0.6815, -1.6204], [0.3471, 0.7858, -1.8661], [2.1332, 3.4141, -3.1972], [3.1912, -0.6966, -0.4723], [2.6915, 2.3242, -2.3010], [0.8580, 1.4647, -0.8409], [-3.1834, -1.7780, 1.1970], [-0.9551, 0.1073, -1.9065], [-0.9108, -2.4316, 1.7963], [-1.2296, -2.2270, 3.1707], [0.3897, -2.8490, 1.3624], [-2.4838, -1.8270, 3.5465], [-1.9218, -2.1838, 0.8271], [-2.0026, 0.9129, -2.6469], [-3.4350, -1.6122, 2.5492], [-1.2591, -0.0606, -0.8783], [1.1739, -0.6926, 4.9731], [2.7123, 3.4855, -4.1197], [-2.7578, -1.6814, 4.5830], [-3.9718, -1.6005, 0.4783], [2.7136, 1.3469, -2.7848], [0.6830, 0.6848, 4.5928], [-0.7932, -0.8640, -2.3759], [3.7255, 2.5165, -2.0255], [0.5029, -3.1742, 0.3299], [-2.9469, 0.3641, -2.6805], [0.8103, 0.8976, -2.7536], [-0.4674, -2.4036, 3.9190], [-2.1818, 1.8699, -2.1523], [1.1006, -3.3327, 2.0238], [-1.7033, 1.1129, -3.6786], [1.0912, 3.2224, -3.4711], [2.2877, 2.6662, -0.2131], [-1.6917, -2.3488, -0.2192], [2.1742, 4.3831, -2.6988]], "atomic_forces_ev_per_a": [[-0.22, -0.12, -0.19], [0.78, -0.13, -1.04], [-0.46, 0.42, -0.17], [0.04, 0.00, 0.02], [-0.08, -0.08, 0.07], [-0.13, -0.09, -0.01], [-0.04, -0.08, 0.30], [-0.37, 0.12, 0.35], [-0.10, 0.13, -0.08], [-0.04, -0.06, 0.67], [-0.07, -0.11, 0.18], [0.23, 0.23, -0.30], [-0.11, 0.08, 0.21], [0.35, 0.04, 0.08], [-0.81, -0.38, 0.09], [0.08, -0.07, -0.06], [0.92, -0.08, -0.04], [-0.03, 0.02, -0.08], [0.26, 0.09, -0.03], [-0.13, 0.14, -0.12], [-0.18, 0.02, -0.05], [-0.04, 0.02, 0.06], [0.14, -0.07, 0.05], [-0.01, -0.05, 0.08], [0.01, 0.01, -0.05], [0.03, 0.01, 0.02], [0.01, 0.02, -0.01], [0.01, 0.16, -0.10], [-0.02, -0.02, -0.04], [0.03, 0.10, -0.01], [-0.10, -0.02, 0.09], [0.08, 0.03, 0.01], [0.09, -0.08, -0.07], [-0.04, -0.03, -0.07], [0.03, -0.07, 0.00], [-0.25, 0.07, 0.18], [0.01, -0.04, 0.06], [0.08, 0.01, 0.04], [0.09, -0.04, -0.05], [-0.01, -0.08, 0.05], [-0.02, -0.02, -0.02]], "nbo_charge": [0.875, 0.007, -0.296, -0.283, -0.960, -0.552, -0.401, -0.575, -0.623, 0.028, -0.247, 0.395, -0.297, -0.222, -0.245, -0.098, -0.481, -0.278, -0.122, -0.622, 0.483, 0.216, 0.481, 0.236, 0.257, 0.257, 0.225, 0.489, 0.208, 0.233, 0.242, 0.228, 0.415, 0.238, 0.224, 0.252, 0.218, 0.205, 0.431, 0.235, 0.223], "e_lumo_ev": -4.9, "gap_ev": 6.6, "e_above_lowest_kcal_mol": 2.5, "energy_ha": -3781.82238, "largest_force_ev_per_a": 1.31, "multiplicity": 1, "charge": 1}

Record 4
{"formula": "C8H22BrN3NbO3", "method": "ωB97M-V with the def2-TZVPD basis set", "species": ["Nb", "Br", "O", "O", "O", "N", "N", "N", "C", "C", "C", "C", "C", "C", "C", "C", "H", "H", "H", "H", "H", "H", "H", "H", "H", "H", "H", "H", "H", "H", "H", "H", "H", "H", "H", "H", "H", "H"], "xyz": [[-0.4432, -0.8208, -0.1896], [-0.5017, 0.4588, 3.6152], [-2.5654, -1.3075, 3.2303], [0.5409, 0.8622, 0.2330], [3.4001, -0.8695, -0.0731], [-2.5096, 1.3361, -2.1758], [-4.3777, 1.5733, -0.7710], [-2.3192, 2.4009, -0.0393], [1.4151, -2.1683, -0.4137], [2.5586, -1.4157, -1.0787], [4.0149, 0.3623, -0.3534], [-1.4406, -1.1138, 2.8431], [-2.9291, 1.3051, -0.7658], [-0.6277, -1.8109, 1.8837], [-2.5663, -0.0051, -0.0379], [4.1284, 1.2150, 0.9083], [-1.5032, 1.4322, -2.2047], [-4.8735, 0.7578, -1.1057], [-1.3134, -2.2788, -0.8575], [-1.0434, -2.8178, 1.7805], [0.7052, 1.3663, -0.5756], [5.1635, 1.4334, 1.1652], [-2.1538, 3.1898, -0.6470], [2.2032, -0.6005, -1.7174], [-1.4662, 2.1090, 0.4148], [0.4084, -1.8712, 2.2184], [-3.2622, -0.7711, -0.3978], [1.1661, -3.0588, -0.9916], [5.0100, 0.1802, -0.7809], [3.5901, 2.1568, 0.8086], [1.7557, -2.4906, 0.5731], [3.1528, -2.0821, -1.7192], [3.4379, 0.8846, -1.1234], [-4.6506, 1.7304, 0.1896], [-2.6916, 0.4363, -2.6054], [3.6680, 0.6699, 1.7322], [-0.2413, -0.5347, -1.9827], [-2.8392, 0.1570, 1.0112]], "atomic_forces_ev_per_a": [[1.04, 1.38, 1.44], [0.24, 0.42, 0.21], [1.25, 0.23, -0.53], [-0.66, -0.66, -1.23], [-0.13, 0.06, 0.46], [-0.05, 0.14, -0.13], [0.14, 0.18, -0.06], [-0.18, 0.06, 0.05], [-0.83, -0.18, -0.11], [0.12, 0.06, 0.01], [0.13, -0.02, -0.35], [-1.60, -0.47, 0.47], [0.20, 0.12, 0.11], [-0.08, -0.81, 0.28], [-0.34, -0.57, -0.20], [-0.15, -0.12, 0.08], [0.12, -0.12, 0.04], [-0.06, -0.11, -0.01], [0.14, 0.34, -0.44], [0.06, 0.06, -0.19], [0.28, 0.32, 0.22], [0.05, 0.00, 0.03], [-0.02, 0.10, -0.05], [-0.04, 0.02, -0.08], [0.15, 0.04, -0.05], [-0.01, 0.22, -0.11], [0.02, -0.01, 0.06], [0.07, -0.08, 0.05], [0.05, 0.03, -0.05], [0.00, 0.01, -0.01], [0.06, -0.11, -0.04], [0.06, -0.03, -0.06], [-0.04, 0.08, 0.00], [-0.06, -0.08, 0.12], [-0.04, -0.09, -0.03], [0.03, 0.01, 0.01], [-0.02, -0.31, -0.02], [0.09, -0.12, 0.11]], "nbo_charge": [1.756, -0.164, -0.567, -1.013, -0.557, -0.852, -0.841, -0.863, -0.854, -0.057, -0.047, 0.557, 0.397, -0.991, -0.920, -0.636, 0.355, 0.340, -0.325, 0.264, 0.487, 0.193, 0.358, 0.163, 0.379, 0.260, 0.220, 0.219, 0.147, 0.208, 0.216, 0.148, 0.156, 0.358, 0.356, 0.237, -0.316, 0.230], "e_lumo_ev": 2.6, "gap_ev": 7.4, "energy_ha": -3338.91530, "largest_force_ev_per_a": 2.25, "multiplicity": 1, "charge": -1}

Record 5
{"formula": "C6H9NO", "method": "ωB97M-V with the def2-TZVPD basis set", "species": ["O", "N", "C", "C", "C", "C", "C", "C", "H", "H", "H", "H", "H", "H", "H", "H", "H"], "xyz": [[-0.1693, 1.4642, 0.2919], [1.1817, -0.1948, -0.4461], [0.0006, 0.2474, 0.0139], [2.1792, -0.9350, 0.3449], [-2.2748, -0.2277, 0.7140], [2.4375, 0.4061, -0.1649], [-2.2588, -0.0557, -0.7931], [-1.0859, -0.6967, -0.0729], [-2.1977, 0.7026, 1.2417], [2.6055, -1.8219, -0.1462], [3.1448, 0.6138, -0.9860], [-2.1405, 0.9293, -1.2155], [-2.8223, -0.7640, -1.3403], [1.9500, -0.9783, 1.3869], [-0.8622, -1.8156, -0.1123], [2.3194, 1.3483, 0.4768], [-2.9021, -0.9944, 1.2311]], "atomic_forces_ev_per_a": [[0.33, -2.53, -0.46], [1.93, -1.50, -1.12], [-0.07, 3.91, 0.53], [-0.42, -0.71, -0.39], [-1.25, -0.64, -0.12], [0.42, 3.47, 0.25], [-0.22, -0.99, 1.04], [-0.42, -1.19, 0.91], [0.37, 0.09, 0.30], [-0.16, 0.49, 0.40], [-0.61, -0.51, 0.21], [0.14, -0.01, 0.13], [-0.63, -0.37, -0.64], [0.02, -0.39, 0.57], [-0.35, 1.86, -0.28], [0.44, -1.69, -0.44], [0.48, 0.70, -0.89]], "nbo_charge": [-0.628, -0.436, 0.666, -0.237, -0.403, -0.244, -0.375, -0.344, 0.244, 0.212, 0.209, 0.240, 0.213, 0.204, 0.239, 0.224, 0.217], "smiles": "O=C(C1CC1)N1CC1", "e_lumo_ev": 1.0, "gap_ev": 10.7, "e_above_lowest_kcal_mol": 55.4, "energy_ha": -363.93599, "largest_force_ev_per_a": 3.95, "multiplicity": 1}